Formula: C51H54N10RhS
Source: the Open Molecules 2025 dataset
Level of theory: ωB97M-V/def2-TZVPD

XYZ file:
```
117
C51H54N10RhS, DFT ωB97M-V/def2-TZVPD
Rh -0.054 -0.331 -0.236
C -5.242 -0.033 -1.520
N -4.484 -1.161 -1.982
C -4.923 -2.223 -2.718
C -3.874 -3.044 -2.925
N -2.754 -2.497 -2.306
C -3.154 -1.310 -1.742
S -2.353 -0.107 -0.916
C -1.508 -3.131 -2.214
C -1.382 -4.431 -2.723
C -0.167 -5.078 -2.648
C 0.898 -4.426 -2.048
C 0.675 -3.155 -1.558
N -0.483 -2.498 -1.629
H -6.281 -0.135 -1.821
H -4.830 0.889 -1.931
H -5.180 0.038 -0.434
H -5.939 -2.325 -3.043
H -3.862 -3.952 -3.484
H -2.216 -4.949 -3.164
H -0.062 -6.076 -3.046
H 1.866 -4.894 -1.960
H 1.481 -2.636 -1.072
C 0.721 2.643 4.997
C 0.927 1.538 3.953
C 2.314 0.906 4.126
C -0.165 0.495 4.062
C -0.374 -0.098 5.299
C -1.364 -1.039 5.500
C -2.201 -1.371 4.452
C -2.048 -0.794 3.203
C -3.013 -1.147 2.097
C -2.535 -2.422 1.397
C -4.458 -1.308 2.567
C -0.994 0.122 2.976
N -0.761 0.625 1.697
C -0.995 1.884 1.402
C -0.563 2.521 0.178
N 0.058 1.903 -0.807
C 0.703 2.640 -1.805
C 1.859 3.385 -1.454
C 2.547 4.087 -2.433
C 2.131 4.097 -3.749
C 0.986 3.404 -4.087
C 0.261 2.680 -3.151
C -1.003 2.036 -3.675
C -0.823 0.522 -3.778
C -2.226 2.482 -2.878
C 2.373 3.483 -0.036
C 3.789 2.914 0.079
C 2.368 4.943 0.430
C -1.004 3.913 0.231
C -0.944 4.986 -0.628
C -1.560 6.191 -0.241
C -2.228 6.338 0.953
C -2.324 5.251 1.854
C -3.007 5.200 3.093
C -3.046 4.030 3.813
C -2.416 2.847 3.384
C -1.721 2.870 2.197
C -1.694 4.073 1.455
H 1.429 3.451 4.827
H 0.874 2.268 6.006
H -0.284 3.055 4.931
H 0.893 2.004 2.964
H 2.329 0.215 4.965
H 3.055 1.681 4.309
H 2.607 0.367 3.228
H 0.249 0.186 6.133
H -1.498 -1.488 6.472
H -2.990 -2.086 4.618
H -2.997 -0.318 1.384
H -2.436 -3.231 2.116
H -1.562 -2.251 0.927
H -3.246 -2.730 0.633
H -4.575 -2.174 3.213
H -5.105 -1.452 1.704
H -4.795 -0.418 3.094
H 3.423 4.656 -2.166
H 2.673 4.657 -4.495
H 0.631 3.439 -5.107
H -1.153 2.405 -4.697
H -0.540 0.104 -2.812
H -0.032 0.303 -4.493
H -1.740 0.046 -4.119
H -2.143 2.215 -1.832
H -3.119 2.017 -3.289
H -2.328 3.563 -2.943
H 1.725 2.909 0.633
H 4.447 3.364 -0.659
H 3.795 1.837 -0.074
H 4.188 3.123 1.068
H 3.045 5.541 -0.175
H 2.698 4.999 1.465
H 1.373 5.377 0.366
H -0.446 4.923 -1.584
H -1.509 7.026 -0.927
H -2.692 7.281 1.199
H -3.507 6.081 3.464
H -3.586 4.002 4.749
H -2.498 1.952 3.984
N 2.301 -2.410 2.922
C 1.073 -2.097 2.485
N 1.166 -1.518 1.310
C 2.512 -1.493 1.053
N 3.221 -2.038 2.027
C 3.001 -0.940 -0.177
C 4.346 -1.012 -0.560
N 4.773 -0.553 -1.712
C 3.863 0.005 -2.516
C 2.532 0.109 -2.155
N 2.083 -0.353 -0.990
H 2.589 -2.842 3.789
H 0.175 -2.272 3.038
H 5.063 -1.470 0.105
H 4.215 0.391 -3.458
H 1.822 0.585 -2.812
```

Calculated values
spin multiplicity	5
HOMO level (alpha / beta)	-8.023 / -9.671	eV
total charge	+1
frontier orbital gap (alpha / beta)	0.1897 / 0.2463	hartree